No. 1
{
  "formula": "C6H14O3Sn",
  "method": "the ωB97M-V functional and the def2-TZVPD basis",
  "charge": 1,
  "fmax_ev_per_a": 5.36,
  "s2": 0.760,
  "spin_multiplicity": 2,
  "lumo_energy_ev": [-5.1, -6.8],
  "homo_lumo_gap_ev": [8.3846, 6.8070],
  "de_lowest_kj_mol": 0.0,
  "e_tot_ha": -676.65848,
  "symbols": ["H", "C", "H", "O", "C", "H", "H", "O", "C", "H", "O", "C", "H", "C", "H", "H", "H", "H", "Sn", "H", "C", "H", "H", "H"],
  "positions_angstrom": [[-6.01, 0.89, -1.15], [-4.99, 0.65, -1.52], [-5.09, 0.52, -2.62], [-4.46, -0.48, -0.92], [-4.13, 1.89, -1.26], [-4.40, 2.73, -1.91], [-4.19, 2.20, -0.21], [-2.78, 1.49, -1.53], [-1.74, 2.38, -1.17], [-1.93, 2.77, -0.15], [-0.61, 0.28, -0.73], [-0.46, 1.56, -1.18], [-0.09, 1.42, -2.23], [2.12, -1.07, 0.47], [1.14, -0.55, 0.07], [2.33, -1.89, -0.22], [0.39, 2.06, -0.68], [1.87, -1.53, 1.44], [-2.58, -0.39, -0.93], [-1.68, 3.22, -1.86], [3.31, -0.13, 0.61], [3.57, 0.33, -0.35], [3.11, 0.67, 1.33], [4.21, -0.67, 0.96]],
  "lowdin_spin": [0.006, 0.018, 0.001, 0.203, 0.004, 0.000, 0.000, 0.007, 0.007, 0.000, 0.317, 0.024, 0.000, 0.007, 0.003, 0.000, 0.012, 0.000, 0.389, 0.000, 0.001, 0.000, 0.000, 0.001]
}

No. 2
{
  "formula": "H24O12",
  "method": "the ωB97M-V functional and the def2-TZVPD basis",
  "charge": 0,
  "smiles": "O.O.O.O.O.O.O.O.O.O.O.O",
  "fmax_ev_per_a": 1.83,
  "lumo_energy_ev": -0.1,
  "homo_lumo_gap_ev": 10.4434,
  "de_lowest_kj_mol": 365.0,
  "e_tot_ha": -917.18634,
  "symbols": ["O", "H", "H", "O", "H", "H", "O", "H", "H", "O", "H", "H", "O", "H", "H", "O", "H", "H", "O", "H", "H", "O", "H", "H", "O", "H", "H", "O", "H", "H", "O", "H", "H", "O", "H", "H"],
  "positions_angstrom": [[1.05, 0.26, 0.47], [0.46, 1.01, 0.36], [0.54, -0.49, 0.14], [0.26, -0.89, -3.86], [-0.41, -0.55, -4.46], [0.93, -1.27, -4.45], [4.25, 2.59, 1.62], [3.84, 2.19, 0.85], [4.17, 3.54, 1.47], [-2.88, 2.32, 3.25], [-2.83, 1.90, 4.12], [-2.15, 2.95, 3.25], [4.66, -2.28, 1.51], [4.43, -1.75, 2.28], [4.64, -3.19, 1.82], [-0.39, 3.59, 0.77], [-0.12, 3.57, 1.70], [-0.78, 2.72, 0.62], [0.44, -3.00, 1.64], [0.36, -2.06, 1.45], [1.26, -3.06, 2.13], [-1.72, -3.58, 0.36], [-1.88, -2.64, 0.23], [-2.28, -4.01, -0.30], [-1.44, -2.44, -3.83], [-2.32, -2.47, -4.22], [-1.58, -2.76, -2.93], [0.46, 3.27, -2.23], [1.17, 2.79, -1.78], [0.92, 3.73, -2.95], [-3.23, -1.19, 2.58], [-2.41, -0.78, 2.87], [-3.06, -2.13, 2.67], [-1.77, 1.59, -2.32], [-1.71, 0.79, -2.85], [-0.88, 1.70, -1.96]],
  "nbo_charge": [-0.932, 0.462, 0.469, -0.933, 0.465, 0.469, -0.938, 0.471, 0.467, -0.930, 0.468, 0.462, -0.934, 0.468, 0.466, -0.922, 0.462, 0.461, -0.923, 0.454, 0.467, -0.925, 0.463, 0.462, -0.935, 0.461, 0.471, -0.940, 0.467, 0.478, -0.940, 0.466, 0.475, -0.941, 0.463, 0.474]
}

No. 3
{
  "formula": "C28H84O28",
  "method": "the ωB97M-V functional and the def2-TZVPD basis",
  "charge": 0,
  "fmax_ev_per_a": 3.41,
  "lumo_energy_ev": 0.3,
  "homo_lumo_gap_ev": 10.1439,
  "de_lowest_kj_mol": 93.9,
  "e_tot_ha": -3223.73989,
  "symbols": ["C", "C", "O", "O", "H", "H", "H", "H", "H", "H", "C", "C", "O", "O", "H", "H", "H", "H", "H", "H", "C", "C", "O", "O", "H", "H", "H", "H", "H", "H", "C", "C", "O", "O", "H", "H", "H", "H", "H", "H", "C", "C", "O", "O", "H", "H", "H", "H", "H", "H", "C", "C", "O", "O", "H", "H", "H", "H", "H", "H", "C", "C", "O", "O", "H", "H", "H", "H", "H", "H", "C", "C", "O", "O", "H", "H", "H", "H", "H", "H", "C", "C", "O", "O", "H", "H", "H", "H", "H", "H", "C", "C", "O", "O", "H", "H", "H", "H", "H", "H", "C", "C", "O", "O", "H", "H", "H", "H", "H", "H", "C", "C", "O", "O", "H", "H", "H", "H", "H", "H", "C", "C", "O", "O", "H", "H", "H", "H", "H", "H", "C", "C", "O", "O", "H", "H", "H", "H", "H", "H"],
  "positions_angstrom": [[-2.78, 3.85, -2.30], [-3.34, 2.59, -1.66], [-2.61, 1.38, -1.95], [-1.49, 4.18, -1.85], [-3.46, 4.66, -2.10], [-2.73, 3.84, -3.34], [-4.41, 2.36, -1.94], [-3.39, 2.69, -0.55], [-1.79, 1.50, -1.42], [-1.57, 4.49, -0.96], [-2.40, -1.49, -4.81], [-2.01, -0.16, -5.36], [-2.75, 0.94, -4.78], [-2.08, -1.62, -3.41], [-1.95, -2.28, -5.39], [-3.48, -1.53, -5.00], [-2.23, -0.16, -6.41], [-0.95, 0.08, -5.23], [-2.52, 0.99, -3.84], [-2.86, -2.03, -3.04], [3.76, 4.61, 2.30], [3.73, 5.10, 0.81], [5.04, 5.14, 0.21], [3.45, 3.22, 2.43], [3.02, 5.12, 2.91], [4.75, 4.71, 2.75], [3.36, 6.15, 0.93], [2.99, 4.43, 0.25], [5.06, 4.72, -0.67], [2.54, 3.15, 2.61], [3.39, -2.15, 1.29], [3.29, -2.91, 2.52], [1.95, -3.21, 2.86], [3.24, -3.05, 0.16], [4.41, -1.60, 1.25], [2.63, -1.41, 1.18], [3.63, -2.23, 3.37], [4.02, -3.78, 2.58], [1.70, -3.98, 2.37], [2.88, -2.54, -0.62], [0.05, -5.68, 1.05], [0.75, -5.08, -0.17], [1.87, -5.88, -0.43], [1.01, -5.87, 2.06], [-0.38, -6.61, 0.82], [-0.66, -5.06, 1.61], [1.08, -4.09, 0.12], [0.03, -5.06, -1.01], [2.62, -5.26, -0.41], [1.55, -6.67, 1.84], [2.33, -1.32, -3.94], [1.74, -2.71, -3.81], [0.70, -2.71, -2.79], [2.84, -0.76, -2.69], [1.56, -0.71, -4.41], [3.14, -1.36, -4.71], [2.47, -3.40, -3.47], [1.35, -2.97, -4.78], [-0.06, -2.29, -3.11], [2.19, -0.15, -2.37], [5.61, 1.81, -1.11], [5.31, 1.79, 0.38], [3.94, 1.55, 0.54], [5.01, 3.00, -1.62], [5.16, 0.92, -1.50], [6.69, 1.86, -1.32], [5.64, 2.77, 0.71], [5.89, 0.97, 0.92], [3.67, 2.12, 1.33], [4.42, 2.74, -2.40], [-3.38, -0.20, 3.43], [-2.69, 1.00, 4.15], [-1.30, 1.11, 3.76], [-2.82, -1.43, 3.94], [-3.25, -0.11, 2.36], [-4.47, -0.20, 3.67], [-2.81, 0.81, 5.23], [-3.22, 1.94, 3.79], [-0.82, 0.50, 4.33], [-2.20, -1.75, 3.23], [-6.11, 0.01, 0.17], [-4.68, -0.33, -0.27], [-4.71, -0.66, -1.63], [-6.56, 1.06, -0.69], [-6.18, 0.35, 1.16], [-6.73, -0.86, 0.09], [-4.19, -1.13, 0.33], [-4.13, 0.60, -0.07], [-3.97, -0.10, -1.93], [-6.35, 0.70, -1.56], [-4.07, -5.33, -0.85], [-3.68, -4.71, -2.20], [-4.45, -3.55, -2.45], [-3.74, -4.40, 0.14], [-3.69, -6.31, -0.73], [-5.15, -5.52, -0.93], [-3.75, -5.47, -2.97], [-2.61, -4.46, -2.17], [-4.56, -3.06, -1.67], [-4.01, -4.69, 1.04], [-0.52, 4.66, 1.79], [0.13, 3.35, 1.44], [0.57, 2.84, 2.74], [-1.16, 5.27, 0.63], [0.30, 5.24, 2.28], [-1.30, 4.57, 2.57], [1.05, 3.47, 0.79], [-0.55, 2.58, 1.00], [-0.17, 2.29, 3.07], [-1.19, 6.19, 0.89], [1.05, 2.93, -3.43], [1.62, 3.16, -2.09], [2.04, 1.92, -1.45], [1.97, 2.43, -4.36], [0.66, 3.91, -3.65], [0.20, 2.26, -3.37], [0.80, 3.63, -1.56], [2.50, 3.82, -2.17], [2.88, 2.01, -0.91], [1.60, 2.59, -5.24], [-0.10, -0.58, 0.97], [-0.28, -0.66, -0.54], [-0.27, 0.60, -1.21], [-0.54, -1.81, 1.57], [-0.77, 0.25, 1.30], [0.88, -0.33, 1.31], [-1.34, -1.08, -0.73], [0.49, -1.28, -0.93], [0.56, 1.05, -1.00], [0.21, -2.39, 1.73], [1.96, -0.64, 5.21], [1.10, 0.07, 6.19], [-0.32, -0.22, 6.04], [1.71, -2.01, 5.39], [2.97, -0.46, 5.48], [1.78, -0.33, 4.17], [1.16, 1.14, 6.03], [1.50, -0.21, 7.20], [-0.36, -1.18, 6.03], [1.91, -2.48, 4.55]],
  "mulliken_charge": [-1.359, -0.265, 2.004, -0.325, 0.377, 0.401, 0.301, 0.422, -0.838, 0.231, -0.436, -0.379, -0.608, 0.142, 0.397, 0.314, 0.465, -0.012, 0.019, -0.163, -0.792, 0.095, -0.651, -0.584, 0.405, 0.383, 0.367, -0.086, 0.392, 0.177, 1.574, -0.584, -0.323, -0.561, 0.045, -0.970, 0.269, 0.249, -0.009, 0.246, -0.701, 1.282, -0.657, -0.605, 0.470, 0.137, -0.676, 0.157, 0.389, 0.312, -0.123, -0.687, -0.130, -0.386, -0.003, 0.373, 0.334, 0.426, 0.004, -0.039, -0.479, -0.327, -0.406, -0.605, 0.113, 0.477, 0.313, 0.292, 0.404, 0.251, 0.434, -0.704, -0.437, -0.660, -0.465, 0.352, 0.276, 0.368, 0.046, 0.305, -0.912, 0.885, -0.655, -0.603, 0.388, 0.342, 0.372, -0.465, 0.237, 0.382, -0.669, 0.070, -0.573, -0.384, 0.499, 0.306, 0.426, -0.160, 0.234, 0.235, -0.647, 2.640, -0.448, -0.530, 0.283, 0.266, -1.567, -0.435, 0.365, 0.276, -0.290, -0.354, 1.596, -0.582, 0.605, -0.319, -0.088, 0.391, -0.652, 0.322, 1.175, 0.089, 0.761, -0.046, -0.521, -0.354, -0.323, -0.374, -0.839, -0.081, 0.169, -0.790, -0.476, -0.654, 0.374, -0.047, 0.395, 0.334, 0.289, 0.378]
}

No. 4
{
  "formula": "C4HBaLiO4",
  "method": "the ωB97M-V functional and the def2-TZVPD basis",
  "charge": 2,
  "fmax_ev_per_a": 5.93,
  "lumo_energy_ev": -8.2,
  "homo_lumo_gap_ev": 7.3218,
  "e_tot_ha": -486.37153,
  "symbols": ["O", "C", "C", "C", "H", "Li", "O", "C", "O", "O", "Ba"],
  "positions_angstrom": [[1.99, -2.75, 0.30], [2.29, -3.58, -0.41], [-0.50, -0.33, 0.66], [-0.90, -0.69, -0.54], [-1.13, -1.61, -1.07], [1.21, -1.22, 1.55], [-1.62, 0.61, -0.80], [-0.81, 1.57, -0.49], [-0.93, 2.78, -0.68], [-0.03, 1.15, 0.49], [0.45, 4.08, 0.99]],
  "nbo_charge": [-0.642, 0.654, -0.197, -0.077, 0.273, 0.918, -0.433, 0.990, -0.803, -0.633, 1.952]
}

Which value of charge does entry 4 give?
+2

Which of these has the highest charge?
C4HBaLiO4

Repeat the fourth record exactly.
{
  "formula": "C4HBaLiO4",
  "method": "the ωB97M-V functional and the def2-TZVPD basis",
  "charge": 2,
  "fmax_ev_per_a": 5.93,
  "lumo_energy_ev": -8.2,
  "homo_lumo_gap_ev": 7.3218,
  "e_tot_ha": -486.37153,
  "symbols": ["O", "C", "C", "C", "H", "Li", "O", "C", "O", "O", "Ba"],
  "positions_angstrom": [[1.99, -2.75, 0.30], [2.29, -3.58, -0.41], [-0.50, -0.33, 0.66], [-0.90, -0.69, -0.54], [-1.13, -1.61, -1.07], [1.21, -1.22, 1.55], [-1.62, 0.61, -0.80], [-0.81, 1.57, -0.49], [-0.93, 2.78, -0.68], [-0.03, 1.15, 0.49], [0.45, 4.08, 0.99]],
  "nbo_charge": [-0.642, 0.654, -0.197, -0.077, 0.273, 0.918, -0.433, 0.990, -0.803, -0.633, 1.952]
}